(1)
50
Properties=species:S:1:pos:R:3:lowdin_charge:R:1 method="wB97M-V/def2-TZVPD" largest_force_ev_per_a=0.8 e_lumo_ev=-0.540 orbital_gap_ha=0.2773 charge=0 homo_ev=-8.09 total_energy_ha=-1935.48362 e_above_lowest_kj_mol=301.7
Au -0.0297 -0.0636 -0.2068 1.165
S 0.0108 -9.2227 1.0324 1.020
F -1.1821 2.6045 -0.4642 -0.014
F 0.9844 2.6621 -0.2230 -0.019
O -1.5787 0.9505 3.6799 0.004
O 1.9200 -10.7702 1.7936 0.002
N 2.0059 0.1055 0.2577 -0.037
N -0.0641 0.8235 1.9278 -0.059
N -2.0563 0.0493 0.2082 -0.048
C -3.0338 -0.2885 -0.6392 -0.104
C 2.6263 -8.4926 1.9064 -0.045
C 1.6432 -9.6086 1.6653 -0.742
C 0.0242 -3.2676 0.2498 -0.139
C 0.5329 -6.9096 -0.3762 -0.098
C -3.6523 0.5081 1.8852 0.014
C 2.9795 -0.3120 -0.5664 -0.103
C 0.0252 -7.4577 0.7968 -0.567
C 2.2892 0.5489 1.4953 -0.205
C 4.3050 -0.2754 -0.2098 -0.048
C 3.6219 0.6034 1.8997 -0.009
C 4.6322 0.1997 1.0557 -0.040
C -4.3605 -0.2263 -0.2752 -0.046
C -0.0343 1.9419 -0.7807 -0.445
C -1.2271 0.7801 2.5090 -0.524
C 0.0243 -4.6884 0.4276 -0.259
C -4.6736 0.1860 1.0140 -0.034
C -2.3294 0.4374 1.4706 -0.134
C 1.2121 0.9793 2.4967 -0.169
C 0.5382 -5.5380 -0.5569 -0.029
C -0.5019 -5.2507 1.5938 -0.025
C -0.5038 -6.6231 1.7743 -0.100
C 0.0007 -2.0627 0.1533 -0.156
H -2.7284 -0.6167 -1.6217 0.116
H 0.0864 1.9996 -1.8700 0.098
H 2.1518 -7.5623 2.2026 0.067
H -0.9082 -4.5990 2.3555 0.119
H 0.9364 -5.1089 -1.4666 0.114
H 1.3704 0.3844 3.4086 0.135
H -0.9109 -7.0532 2.6803 0.108
H 3.8364 0.9630 2.8974 0.125
H 3.1768 -8.3131 0.9805 0.094
H 2.6642 -0.6841 -1.5298 0.116
H 5.6641 0.2431 1.3774 0.114
H 5.0587 -0.6152 -0.9045 0.110
H 3.3297 -8.8274 2.6660 0.087
H 0.9253 -7.5643 -1.1437 0.109
H -3.8213 0.8130 2.9081 0.121
H -5.7055 0.2456 1.3342 0.113
H -5.1236 -0.5008 -0.9886 0.109
H 1.4375 2.0218 2.7660 0.137


(2)
82
Properties=species:S:1:pos:R:3:lowdin_charge:R:1 method="wB97M-V/def2-TZVPD" largest_force_ev_per_a=2.7 e_lumo_ev="-0.153 / -0.652" orbital_gap_ha="0.2248 / 0.1741" charge=0 homo_ev="-6.27 / -5.39" total_energy_ha=-2739.63005
Sn -1.5360 0.2822 0.3622 0.551
Cl -2.2005 -0.7142 -1.7052 0.018
Cl -1.3438 2.6822 0.0127 0.076
P 0.9007 0.1814 -0.6236 0.979
N -4.1399 1.1049 -0.1430 -0.057
C 1.6802 -3.9427 -0.9116 -0.184
C 2.4889 0.4564 3.2641 -0.181
C -1.5612 -2.3569 2.8452 -0.088
C 3.9896 0.2846 2.9841 -0.200
C 1.8360 3.3856 -4.0057 -0.203
C -2.5702 -1.3531 3.0485 -0.369
C -4.5041 2.3772 0.0628 -0.165
C -2.7706 -0.3040 2.1117 -0.223
C 1.7887 1.8939 -4.3612 -0.191
C -5.0846 0.2292 -0.5235 -0.158
C 1.5152 -1.4701 -1.3217 -0.404
C -1.1402 -3.1353 3.9144 -0.112
C 2.0358 0.5676 0.8094 -0.432
C 3.4759 0.1729 0.5110 -0.221
C -3.3357 -1.4157 4.2723 -0.061
C 1.5781 -0.0516 2.1281 -0.222
C -6.7949 1.9203 -0.4781 -0.274
C 1.6544 1.3296 -1.9122 -0.428
C -6.4186 0.5973 -0.7178 -0.018
C -1.7650 -3.0330 5.1714 -0.113
C 2.3254 3.6623 -2.5789 -0.192
C -2.9040 -2.2102 5.3196 -0.109
C 3.2065 -2.8312 -2.6737 -0.186
C 2.8936 -1.4837 -2.0172 -0.209
C 1.4796 -2.5649 -0.2606 -0.216
C -8.2324 2.3568 -0.5561 -0.052
C -5.8071 2.8332 -0.1220 -0.022
C 1.0672 1.0464 -3.2993 -0.208
C 2.9722 -4.0231 -1.7389 -0.200
C 1.6223 2.8067 -1.5166 -0.235
C 4.4320 0.7047 1.5809 -0.186
H -8.6411 2.2019 -1.5644 0.086
H 4.2662 -2.8191 -2.9624 0.113
H 2.1490 2.9500 -0.5643 0.099
H -3.4264 -2.2246 6.2763 0.097
H -3.7474 3.0854 0.3923 0.038
H 4.5555 0.8647 3.7173 0.107
H 2.2213 -0.0685 4.1913 0.114
H 2.2865 -2.3890 0.4654 0.099
H 0.7374 -1.6711 -2.0788 0.097
H -8.8697 1.8040 0.1517 0.088
H -4.7891 -0.8076 -0.6825 0.083
H 3.8233 -4.1270 -1.0512 0.113
H 2.8249 1.5305 -4.4555 0.114
H -3.6674 0.3113 2.3016 0.024
H 3.8078 0.5329 -0.4740 0.103
H 1.2232 -0.0087 -3.5587 0.095
H 1.3048 1.7506 -5.3361 0.112
H -7.1421 -0.1535 -1.0195 0.113
H 1.7010 -4.7027 -0.1184 0.113
H 2.9555 -4.9404 -2.3351 0.107
H 3.3999 3.4304 -2.5336 0.113
H 1.6225 -1.1495 2.0702 0.104
H -1.1402 -2.4534 1.8358 0.076
H 4.2608 -0.7669 3.1448 0.113
H 0.5399 -2.5456 0.3114 0.092
H 3.6811 -1.3059 -1.2754 0.090
H 1.9831 1.6654 0.8981 0.108
H 0.5247 0.1925 2.3435 0.072
H -0.0241 1.1994 -3.3063 0.115
H 2.7285 1.0757 -1.9700 0.093
H 3.5397 -0.9246 0.5153 0.096
H 2.9999 -0.6829 -2.7601 0.095
H 0.8169 -4.1458 -1.5641 0.119
H -0.3262 -3.8382 3.7477 0.095
H 0.5897 3.1347 -1.3340 0.019
H 0.8334 3.8140 -4.1353 0.115
H 2.2716 1.5270 3.4031 0.118
H 5.4308 0.2956 1.3773 0.113
H -6.0336 3.8812 0.0575 0.111
H -8.3047 3.4253 -0.3157 0.075
H 2.2074 4.7265 -2.3349 0.113
H 2.6024 -2.9428 -3.5875 0.117
H -1.3702 -3.6181 6.0077 0.091
H 2.5027 3.8963 -4.7088 0.106
H -4.2292 -0.7977 4.3833 0.104
H 4.4863 1.8025 1.5036 0.118


(3)
16
Properties=species:S:1:pos:R:3:mulliken_spin:R:1 method="wB97M-V/def2-TZVPD" largest_force_ev_per_a=3.4 e_lumo_ev="-3.121 / -6.902" spin_multiplicity=3 orbital_gap_ha="0.3238 / 0.2085" charge=+1 homo_ev="-11.93 / -12.58" total_energy_ha=-719.21827 e_above_lowest_kj_mol=303.7
S 0.5438 -0.4723 2.1208 0.056
N -0.6544 -0.5927 -0.1444 0.065
N 0.3854 1.3285 -2.0151 -0.027
N 2.2322 2.2469 -0.8185 -0.012
C 0.2750 -0.1647 0.5439 0.731
C -0.7235 -1.8111 2.0249 0.063
C 1.2047 1.5234 -1.0494 0.856
C -1.4591 -1.5841 0.6325 0.125
H 0.6822 1.4761 -3.0409 0.054
H -1.5733 -1.8485 2.7967 0.003
H -1.7089 -2.5708 0.1449 -0.001
H -0.4411 0.6254 -1.8247 0.021
H -0.3006 -2.7872 2.1652 0.004
H 2.7168 2.3460 0.1687 0.020
H 2.7625 2.6387 -1.5674 0.045
H -2.4763 -1.0689 0.5881 -0.002


(4)
44
Properties=species:S:1:pos:R:3:mulliken_spin:R:1 method="wB97M-V/def2-TZVPD" largest_force_ev_per_a=0.9 e_lumo_ev="-1.126 / -1.466" spin_multiplicity=4 orbital_gap_ha="0.2225 / 0.2956" charge=0 homo_ev="-7.18 / -9.51" total_energy_ha=-3794.91518 e_above_lowest_kj_mol=56.8
V -1.2354 -0.1507 -0.2096 2.362
Cl 0.1357 2.4684 -1.6512 0.014
Cl -2.4767 2.4131 -3.0096 0.003
S -2.1139 -1.2855 -2.4141 -0.005
F -2.6059 -3.7052 -1.5135 0.000
F -0.9756 -3.5770 -2.9379 0.000
F -0.6963 -2.8680 -0.9106 0.011
O -0.8337 -0.5177 -2.2812 0.001
O 6.2574 -2.3156 1.2019 0.001
O -3.2825 -2.5551 2.5324 0.028
O -2.6756 -1.4172 -3.7090 0.000
O 5.4670 -3.4947 -0.4941 0.000
O -2.9809 -0.8298 -1.3024 0.005
N 0.4571 0.3746 0.6899 0.006
N -1.8801 1.4720 0.7286 -0.005
N -1.8063 -1.1807 1.2870 -0.069
C -3.5139 3.0128 1.5129 0.042
C -1.5791 -2.9795 -1.9198 0.001
C 5.3562 -2.5235 0.4424 -0.001
C -1.2742 3.1342 2.3546 0.025
C 3.6638 -1.2115 1.6812 0.002
C 1.6884 -0.3299 0.6342 -0.024
C -2.5651 -1.8726 1.8980 0.065
C -2.5554 3.6164 2.3445 0.052
C -0.9427 2.0478 1.5333 0.138
C 4.0643 -1.7655 0.4699 0.007
C 2.4761 -0.5103 1.7689 0.025
C -0.7552 2.7688 -3.1631 -0.001
C 2.0923 -0.8638 -0.5810 0.013
C -3.1403 1.9534 0.7329 0.070
C 3.2729 -1.5842 -0.6578 0.005
C 0.3413 1.4255 1.4812 0.182
H -0.5127 3.5655 2.9908 0.000
H 4.2918 -1.3504 2.5508 0.000
H 4.6278 -3.6077 -0.9581 0.000
H 1.1854 1.8172 2.0367 0.029
H -3.8423 1.4450 0.0843 0.010
H -0.3347 2.1304 -3.9296 0.000
H -0.6560 3.8203 -3.3999 0.001
H -2.8302 4.4509 2.9754 0.004
H 1.4943 -0.6959 -1.4689 -0.006
H -4.5319 3.3721 1.4783 0.004
H 3.5836 -1.9663 -1.6237 0.000
H 2.1412 -0.1300 2.7251 0.004


(5)
59
Properties=species:S:1:pos:R:3:lowdin_charge:R:1 method="wB97M-V/def2-TZVPD" largest_force_ev_per_a=3.4 e_lumo_ev="-3.006 / -2.978" orbital_gap_ha="0.1377 / 0.1394" charge=0 homo_ev="-6.75 / -6.77" total_energy_ha=-1572.92485 e_above_lowest_kj_mol=357.3
Sn 11.1703 10.9224 7.7660 1.317
O 13.2129 9.9380 7.4048 -0.220
O 7.8620 10.3699 11.9341 -0.100
O 9.5129 10.3961 9.5528 -0.143
N 12.2720 11.7174 9.3771 0.021
N 11.2074 8.4732 8.1126 -0.111
N 12.2594 7.8388 7.6645 0.049
C 16.1616 6.3978 6.2609 -0.088
C 16.9408 8.3353 7.4631 -0.077
C 8.9431 9.3602 9.9679 -0.282
C 7.0968 9.8935 6.1847 -0.085
C 8.3587 11.6880 5.1306 -0.113
C 10.2096 7.7001 8.5712 -0.066
C 7.1882 7.1327 10.4814 -0.098
C 7.9790 8.9343 5.6513 -0.084
C 9.0323 9.3700 4.8242 -0.110
C 13.8998 13.3500 9.4492 -0.005
C 8.0535 9.3190 11.1133 -0.226
C 17.2221 7.1414 6.7806 -0.086
C 8.8438 10.8119 12.8463 -0.066
C 11.5543 14.0840 8.8551 -0.056
C 14.8418 6.8306 6.3851 -0.018
C 13.2503 8.6673 7.3095 -0.446
C 9.2420 10.7207 4.6081 -0.148
C 7.2066 8.2440 11.3412 0.006
C 12.3810 13.0693 9.6717 -0.762
C 9.0589 8.0256 9.2961 -0.142
C 12.0196 13.1529 11.1655 -0.059
C 14.5854 8.0544 7.0424 -0.142
C 7.2440 11.2640 5.8783 -0.086
C 8.0739 7.0257 9.4495 -0.071
C 15.6315 8.8296 7.5482 -0.027
H 17.7499 8.9367 7.8682 0.097
H 12.6220 12.4421 11.7614 0.092
H 14.4544 12.6821 10.0750 0.078
H 9.7114 8.6662 4.3932 0.095
H 8.5658 12.7559 5.0092 0.102
H 10.2857 6.6690 8.1873 0.128
H 6.5129 6.3076 10.6834 0.101
H 9.8449 10.7583 12.4877 0.069
H 14.2223 13.2665 8.3953 0.101
H 12.0065 15.0666 8.8699 0.083
H 10.0240 11.1048 3.9995 0.089
H 14.0324 6.2798 5.9796 0.097
H 7.8090 7.8595 5.7845 0.105
H 16.3549 5.4962 5.7101 0.094
H 8.7953 10.2043 13.7583 0.091
H 8.5681 11.8570 13.0998 0.103
H 14.1036 14.3557 9.7191 0.077
H 6.5440 8.3414 12.1924 0.121
H 10.9804 12.8766 11.3086 0.065
H 12.1167 14.1608 11.5791 0.083
H 10.5668 14.0895 9.2285 0.069
H 18.2544 6.8206 6.6619 0.100
H 7.9970 6.1808 8.7315 0.125
H 6.5612 11.9949 6.3217 0.102
H 6.3045 9.5813 6.8441 0.095
H 15.4506 9.8309 7.9709 0.119
H 11.5810 13.7105 7.8151 0.045


(6)
6
Properties=species:S:1:pos:R:3:lowdin_charge:R:1 method="wB97M-V/def2-TZVPD" largest_force_ev_per_a=0.4 e_lumo_ev=-6.017 orbital_gap_ha=0.3303 charge=+1 homo_ev=-15.01 total_energy_ha=-3463.50159
Br -2.7609 0.5035 0.1004 0.524
S -0.8835 -0.2711 -0.5511 0.655
S 2.8773 0.0754 -0.1189 0.989
N 0.1973 0.6705 0.2853 -0.329
C 1.4089 0.4251 0.0842 -0.840
H -0.8391 -1.4035 0.2002 0.000